51
Properties=species:S:1:pos:R:3:mulliken_charge:R:1 method="wB97M-V/def2-TZVPD" lumo_ev=-4.59 charge=+1 max_force_ev_per_a=1.55 de_lowest_kcal_mol=41.8 e_tot_ev=-114060.1779 homo_ha=-0.42634 spin_multiplicity=1
Ta -1.05560 -0.24517 -0.22941 1.41
C -1.95554 -2.34879 -2.83892 -0.43
C -2.62568 -1.89659 -1.73883 -0.83
C -2.65204 -0.42140 -1.78183 -0.10
C -1.98102 -0.08854 -3.06285 -0.45
C -1.56920 -1.23051 -3.66309 -0.61
H -1.77212 -3.38720 -3.07946 0.52
H -3.12017 -2.50192 -0.99273 0.46
H -3.60712 0.06283 -1.56766 0.64
H -1.84050 0.91481 -3.43565 0.43
H -1.02575 -1.30380 -4.59442 0.48
Br 0.62029 -2.83758 6.40818 -0.14
C -0.13628 -2.05206 4.87998 -0.29
C -1.46025 -2.32000 4.54504 -0.36
C -2.02556 -1.74570 3.41952 -0.73
C -1.26380 -0.92798 2.61643 0.67
O -1.80617 -0.39661 1.47191 -0.71
C 0.06048 -0.64000 2.94541 0.00
C 0.85260 0.31045 2.18999 0.45
N 0.52356 0.77137 1.03629 0.28
C 1.18898 1.84762 0.39668 0.11
C 2.47019 2.26369 0.59443 -0.62
C 2.94526 3.41706 -0.06950 -1.10
C 2.12358 4.13897 -0.88542 -0.86
C 0.79343 3.70712 -1.11796 0.74
C -0.13123 4.39996 -1.92957 -0.51
C -1.39752 3.90991 -2.09448 -0.99
C -1.73271 2.68512 -1.50645 -0.17
N -0.89187 2.00170 -0.74878 -0.20
C 0.35338 2.52885 -0.50737 0.95
C 0.61356 -1.20122 4.09965 -0.78
H -2.04967 -2.97865 5.16926 0.45
H -3.05683 -1.93610 3.15185 0.50
H 1.74553 0.69785 2.67908 0.44
H 3.13506 1.71391 1.24914 0.44
H 3.96788 3.73074 0.08874 0.43
H 2.47605 5.04154 -1.36895 0.44
H 0.17062 5.32472 -2.40740 0.47
H -2.13275 4.42726 -2.69394 0.43
H -2.70561 2.24315 -1.67449 0.60
H 1.63559 -0.96803 4.37251 0.51
O 3.97727 -3.78869 -0.82266 -0.47
C 2.95509 -3.18393 -0.80721 0.52
C 2.69837 -1.79576 -1.45320 -0.21
O 3.51684 -1.07458 -1.95012 -0.55
C 1.28018 -1.54167 -1.17631 0.71
C 0.73748 -2.46406 -0.34832 0.88
O -0.42359 -2.16617 0.20825 -0.80
C 1.63270 -3.62103 -0.12054 -0.05
O 1.43608 -4.61987 0.50474 -0.51
O 0.50854 -0.45504 -1.35958 -0.53

49
Properties=species:S:1:pos:R:3:mulliken_charge:R:1 method="wB97M-V/def2-TZVPD" lumo_ev=-3.97 charge=+1 max_force_ev_per_a=0.52 de_lowest_kcal_mol=0.0 e_tot_ev=-206838.4692 homo_ha=-0.41284 spin_multiplicity=1
Ti 0.45875 0.05442 -0.20093 -1.37
Br 0.40368 0.02066 2.61713 -0.12
C -0.45985 -1.67902 2.74428 0.81
C -0.82868 -2.15817 3.96342 -0.70
C -1.47055 -3.41144 4.02457 -0.55
C -1.70762 -4.11985 2.88126 -0.94
C -1.31843 -3.61662 1.61802 0.75
C -1.55095 -4.34768 0.42482 -0.70
C -1.15185 -3.85536 -0.78195 -1.32
C -0.50801 -2.60078 -0.85740 -0.38
C -0.27481 -1.82981 0.26706 0.92
C -0.67866 -2.35651 1.52846 0.72
H -0.63612 -1.59601 4.86621 0.44
H -1.77021 -3.80271 4.98647 0.40
H -2.19786 -5.08362 2.92855 0.40
H -2.04987 -5.30574 0.49460 0.42
H -1.32628 -4.41821 -1.68880 0.43
H -0.22011 -2.25017 -1.84148 0.32
S 2.44907 -0.13957 -4.19107 -0.21
C 0.78310 0.05670 -4.52908 -0.49
C 0.02885 0.15753 -3.39761 -0.34
C 0.80737 0.07923 -2.20976 0.05
C 2.14374 -0.08241 -2.50451 0.06
C 3.16288 -0.15896 -1.46641 1.45
C 4.52940 -0.19714 -1.70309 -1.06
C 5.39346 -0.24903 -0.62440 -0.36
C 4.87985 -0.25204 0.66458 -0.92
C 3.51138 -0.19150 0.82886 -0.11
N 2.66500 -0.13954 -0.20819 0.48
H 0.44361 0.08680 -5.55196 0.50
H -1.04405 0.28632 -3.41217 0.46
H 4.90696 -0.18610 -2.71567 0.41
H 6.46197 -0.28193 -0.78820 0.44
H 5.52253 -0.29354 1.53098 0.44
H 3.06314 -0.18362 1.81242 0.38
Br 0.46111 5.02729 0.49276 -0.12
C -1.34064 4.53410 0.23976 0.07
C -2.26952 5.56429 0.25230 -0.55
C -3.61434 5.29642 0.05818 -0.48
C -4.05343 3.99741 -0.15955 -0.76
C -3.13418 2.97043 -0.18070 -0.40
C -1.77097 3.21821 0.02092 0.11
C -0.89102 2.05158 -0.00930 1.83
O 0.35503 2.06566 0.25252 -0.53
O -1.35693 0.88451 -0.30409 -0.61
H -1.93138 6.57749 0.41498 0.43
H -4.32065 6.11561 0.07595 0.40
H -5.10297 3.79133 -0.31294 0.42
H -3.45094 1.95111 -0.34982 0.48

55
Properties=species:S:1:pos:R:3:mulliken_charge:R:1 method="wB97M-V/def2-TZVPD" lumo_ev="2.26 / 2.21" charge=-1 s_squared=6.20 max_force_ev_per_a=1.51 de_lowest_kcal_mol=0.0 e_tot_ev=-142603.2751 homo_ha="-0.16906 / -0.18856" spin_multiplicity=5
Mn -0.72828 0.16982 -1.64985 -0.46
O 2.94257 0.57200 0.60715 -0.65
S 2.54346 -0.18795 -0.56255 1.31
O 3.59512 -0.53479 -1.48696 -0.75
N 1.27828 0.59157 -1.27358 0.32
C 1.51932 1.94820 -1.47577 0.77
C 2.77318 2.54848 -1.56091 -0.47
C 2.91097 3.93185 -1.71531 -0.79
C 1.82660 4.76655 -1.76311 -0.95
C 0.53381 4.21806 -1.67854 1.07
C -0.63992 4.99994 -1.65549 -0.72
C -1.85962 4.38697 -1.57461 -0.88
C -1.92122 2.98992 -1.53079 -0.36
N -0.85004 2.23378 -1.52970 0.29
C 0.37681 2.81110 -1.57897 -0.56
C 1.89296 -1.69643 0.13141 -0.14
C 0.82544 -1.60286 1.01034 0.30
C 0.41634 -2.71736 1.71861 -0.32
C 1.10134 -3.91691 1.56250 -0.72
C 2.18568 -3.99703 0.70251 -0.56
C 2.58727 -2.88003 -0.01865 -0.33
H 3.65376 1.92899 -1.51038 0.47
H 3.90745 4.35071 -1.79012 0.38
H 1.95130 5.83755 -1.86831 0.36
H -0.56136 6.08054 -1.67463 0.40
H -2.77551 4.96117 -1.53796 0.38
H -2.87191 2.47448 -1.48429 0.48
H 0.33567 -0.65010 1.12760 -0.48
H -0.42476 -2.65412 2.39803 0.40
H 0.79528 -4.78842 2.12803 0.38
H 2.71392 -4.93446 0.58786 0.38
H 3.43534 -2.91166 -0.68943 0.51
Cl -1.25686 0.43468 -3.81900 -0.56
C -1.98540 -1.33841 -1.15665 0.01
C -0.83954 -1.78810 -1.74588 0.23
C -0.66927 -3.10898 -2.07710 0.10
Cl 0.65354 -3.65422 -3.06204 -0.22
C -1.65114 -4.02556 -1.67700 0.44
Cl -1.47204 -5.70563 -2.03397 -0.23
C -2.78323 -3.58122 -0.99150 -0.05
Cl -3.97845 -4.71995 -0.47381 -0.23
C -2.95941 -2.21081 -0.75526 0.48
Cl -4.41462 -1.65611 0.03639 -0.26
O -1.51129 0.93651 0.63605 -0.29
N -1.27718 0.61802 1.85327 0.24
C -0.12594 1.01382 2.45309 0.12
C 0.15864 0.65588 3.74883 -0.84
C -0.73700 -0.11929 4.47426 -0.27
C -1.90382 -0.52432 3.83967 -0.84
C -2.15384 -0.15477 2.53893 -0.01
H 0.53764 1.59646 1.82974 0.48
H 1.09133 0.98326 4.18564 0.44
H -0.52704 -0.40268 5.49542 0.38
H -2.63054 -1.13642 4.35560 0.42
H -3.03380 -0.44173 1.98120 0.36

54
Properties=species:S:1:pos:R:3:mulliken_charge:R:1 method="wB97M-V/def2-TZVPD" lumo_ev=2.35 charge=-1 max_force_ev_per_a=2.39 de_lowest_kcal_mol=0.0 e_tot_ev=-164576.1545 homo_ha=-0.14841 spin_multiplicity=1
Be 14.64563 7.48372 9.01342 -0.75
Cl 7.47145 7.23356 8.94355 -0.21
C 9.14614 7.50555 8.97187 -0.11
C 10.05606 6.42257 8.96771 0.42
Cl 9.43381 4.83477 8.92960 -0.22
C 11.46022 6.58406 9.03137 0.45
Cl 12.48306 5.24965 9.21062 -0.12
C 11.99859 7.88669 8.98721 -0.07
O 13.28979 8.15296 9.01470 -0.66
C 11.07100 9.00080 9.00394 -0.10
Cl 11.72298 10.57053 8.99445 -0.17
C 9.68642 8.80335 8.98940 0.43
Cl 8.64677 10.14167 8.92462 -0.21
F 15.71466 6.09494 13.82604 -0.37
C 15.78145 5.85057 12.51173 0.59
C 15.11278 6.73274 11.65104 -0.43
C 15.32093 6.55478 10.32075 1.43
C 16.03797 5.48825 9.78415 -0.54
C 16.63511 4.59146 10.68066 1.01
F 17.32816 3.48092 10.23160 -0.37
C 16.55288 4.79078 12.06693 -1.06
C 15.98067 5.40180 8.35028 -0.41
C 16.48785 4.39258 7.52602 -0.76
C 16.26533 4.45815 6.14572 -0.52
C 15.52485 5.53806 5.61600 -0.88
C 15.11945 6.54784 6.49190 -0.29
N 15.33481 6.46971 7.78407 0.78
H 14.51305 7.55130 12.08378 0.40
H 17.01316 4.08210 12.75722 0.46
H 17.00680 3.54446 7.98193 0.52
H 16.58275 3.65158 5.49037 0.43
H 15.31061 5.56852 4.55737 0.45
H 14.57868 7.41468 6.13825 0.49
C 21.84522 6.90923 9.21729 -1.40
C 20.46655 7.46942 9.05691 0.67
C 19.86198 7.66600 7.79248 -0.95
C 18.64273 8.29465 7.65802 1.01
C 18.10855 8.62369 6.29759 -1.32
C 17.95469 8.69152 8.81741 0.17
Se 16.18250 9.46849 8.72675 -0.29
C 18.52670 8.52247 10.08992 1.06
C 17.91928 9.11601 11.30750 -1.46
C 19.77440 7.90448 10.16894 -0.88
H 22.26567 6.64572 8.22940 0.33
H 21.78848 5.98603 9.82103 0.29
H 22.52258 7.62874 9.77969 0.29
H 20.38867 7.32614 6.89259 0.14
H 18.75441 8.19634 5.48934 0.32
H 18.02602 9.73855 6.15678 0.27
H 17.06811 8.27985 6.16068 0.13
H 16.90566 8.75286 11.48387 0.17
H 17.79717 10.22399 11.19905 0.28
H 18.48506 8.89475 12.24647 0.31
H 20.18999 7.78536 11.16696 0.26